This record from OMol25 describes a molecular structure, C26H31ClHfN2O3Si. The level of theory is ωB97M-V/def2-TZVPD.

Atoms and positions in Å:
Hf (-11.81528, 2.65578, 17.20851)
C (-14.87756, 3.18642, 19.64162)
C (-14.68606, 4.02625, 18.42836)
C (-15.52991, 5.06425, 18.16010)
C (-15.41140, 5.78106, 16.94508)
C (-14.38425, 5.57265, 16.09930)
C (-13.47729, 4.59125, 16.47857)
N (-13.64816, 3.80541, 17.56941)
N (-12.30547, 4.19676, 15.83225)
Si (-11.48306, 4.93158, 14.44793)
C (-10.96128, 6.63020, 14.92791)
C (-12.66228, 4.94679, 13.01075)
C (-10.02242, 3.82032, 14.19404)
H (-15.84417, 3.24303, 20.12324)
H (-14.14193, 3.45622, 20.40155)
H (-14.73085, 2.14001, 19.40813)
H (-16.33958, 5.29813, 18.85717)
H (-16.15864, 6.51579, 16.70720)
H (-14.18245, 6.10004, 15.19696)
H (-11.75805, 7.09063, 15.50990)
H (-10.74680, 7.25302, 14.07186)
H (-10.09286, 6.56138, 15.52272)
H (-13.56039, 5.52841, 13.04236)
H (-12.98714, 3.90133, 12.84039)
H (-12.09786, 5.25255, 12.10646)
H (-9.39077, 3.78419, 15.08368)
H (-9.32429, 4.27594, 13.45983)
H (-10.24635, 2.79536, 13.88680)
Cl (-10.62033, -2.00966, 22.93637)
C (-11.05158, -1.04738, 21.51955)
C (-11.87018, -1.63318, 20.58797)
C (-12.34556, -0.99971, 19.46411)
C (-11.98758, 0.33344, 19.20897)
O (-12.50881, 1.01915, 18.21376)
C (-11.03783, 0.96629, 20.14156)
C (-10.51095, 2.25434, 19.91955)
O (-10.61438, 3.00414, 18.87078)
C (-10.60710, 0.22407, 21.28575)
H (-12.23431, -2.59050, 20.84406)
H (-13.09003, -1.51510, 18.85706)
H (-9.89277, 2.64898, 20.74165)
H (-9.89639, 0.66185, 21.99470)
C (-10.77861, -3.45651, 11.90657)
C (-10.47057, -2.23123, 12.74623)
C (-9.16877, -2.03184, 13.27538)
C (-8.85699, -1.03163, 14.14613)
C (-7.44139, -0.92695, 14.63862)
C (-9.95064, -0.17697, 14.56919)
C (-9.62248, 0.73395, 15.57424)
O (-10.41535, 1.53222, 16.23675)
C (-11.23183, -0.32090, 14.00627)
C (-12.36047, 0.64713, 14.27797)
C (-11.46623, -1.34767, 13.11681)
H (-9.94508, -3.79073, 11.31056)
H (-11.60285, -3.23556, 11.24243)
H (-11.10568, -4.25970, 12.54165)
H (-8.40869, -2.70875, 12.90427)
H (-6.82879, -1.72118, 14.18408)
H (-7.39570, -1.07512, 15.72647)
H (-7.00538, 0.04202, 14.37907)
H (-8.59515, 0.67498, 15.88893)
H (-12.03741, 1.66449, 14.27122)
H (-12.80927, 0.41280, 15.26945)
H (-13.20851, 0.60008, 13.57148)
H (-12.42579, -1.40491, 12.70132)

## Properties
Total charge = +2
HOMO = -0.5105 Ha
Energy relative to the best compared isomer or geometry (same formula, charge and spin) = 0.0 kcal/mol
Frontier orbital gap = 0.247 hartree
2S+1 = 1
LUMO level = -7.17 eV